C13H16Cl2N2Sc as an isolated structure at a distorted geometry. Source: the Open Molecules 2025 dataset; level of theory: ωB97M-V/def2-TZVPD.

```
34
Properties=species:S:1:pos:R:3:forces:R:3
Sc 0.700 2.118 0.975 -0.508 -0.958 0.669
Cl -1.101 3.399 0.315 -0.735 0.399 -0.485
Cl 2.616 3.285 1.277 1.254 0.527 0.065
C 1.077 -2.173 -1.592 1.274 -4.046 -0.613
H 0.610 -2.351 -0.642 0.057 0.266 0.494
H 2.142 -1.914 -1.576 -0.432 0.288 0.528
C -1.009 -1.151 -2.287 2.158 -0.773 -0.108
C 0.324 -1.425 -2.544 -3.014 2.806 0.730
H -1.608 -1.833 -1.656 0.718 0.467 0.099
C 1.174 -0.640 -3.502 -0.134 0.210 0.605
H 1.102 -3.168 -2.103 0.462 -0.227 0.720
C 0.745 0.800 -3.429 -0.473 0.510 -0.068
H 2.227 -0.680 -3.213 -0.047 -0.232 0.040
H 1.121 -1.090 -4.481 -0.198 0.131 -0.643
C -0.769 0.954 -3.592 -0.145 -0.218 -0.613
H 1.046 1.223 -2.465 0.060 -0.125 0.079
H 1.268 1.378 -4.185 -0.035 0.280 -0.200
C -1.641 0.140 -2.631 -0.163 0.468 -0.392
H -1.034 2.005 -3.536 -0.113 0.185 -0.068
H -1.010 0.590 -4.600 -0.010 0.240 -0.063
H -1.840 0.724 -1.705 0.247 -0.439 -0.284
H -2.624 -0.039 -3.065 -0.211 0.255 -0.197
N -1.264 -1.811 6.984 0.497 0.905 -1.444
C -0.933 -1.206 6.033 -0.092 -0.206 0.342
C -0.525 -0.449 4.863 -0.967 -1.417 2.156
C 0.737 -0.617 4.309 1.946 -0.070 -0.955
C 1.121 0.101 3.200 -0.092 -0.973 1.374
N 0.238 0.975 2.626 0.842 1.403 -2.689
C -1.004 1.174 3.150 -1.107 -0.900 1.925
C -1.398 0.462 4.269 -0.594 1.393 -1.449
H 1.436 -1.327 4.750 -0.141 0.200 -0.084
H 2.108 0.027 2.732 -0.387 -0.094 0.264
H -1.640 1.912 2.656 0.142 -0.314 0.212
H -2.391 0.606 4.667 -0.058 0.061 0.053
```
Forces are in eV/Å.

Summary:
**Energy**: -62468.3058 eV
**Total charge**: -1
**Highest occupied orbital energy (spin up / spin down)**: -1.593 / -1.455 eV
**Energy above the lowest of the compared OMol25 structures with the same formula, charge and spin**: 0.989 eV